# C5H6O3

One molecule with the formula C5H6O3 at a distorted geometry (wB97M-V/def2-TZVPD, OMol25).

The geometry in XYZ format:
```
14
Properties=species:S:1:pos:R:3
C -0.8185 0.8234 -0.0420
C -1.6859 -0.2084 0.0353
C 0.0978 -1.4931 0.2588
C 0.7476 -0.0645 -0.0350
C 1.9158 0.1782 -0.7090
H -1.8660 -0.2369 1.2060
H -2.4682 -0.1464 -0.6050
H 0.6174 -2.5293 -0.0436
H -0.1211 -1.1817 1.4207
H 1.7959 1.1591 -1.3783
H 2.6390 -0.5226 -0.9691
O -0.9967 1.9910 -0.0010
O -1.0698 -1.3517 -0.3615
O 1.7994 0.3662 0.7776
```

SMILES ... O=C1COC[C@@]12CO2
E_HOMO ... -9.0 eV
ΔE to the lowest compared entry with this formula, charge and spin ... 110.49 kcal/mol
Molecular weight ... 114.10 g/mol
HOMO-LUMO gap ... 9.7548 eV

These are the Löwdin partial charges, in e, on atoms 1 to 5: -0.279 -0.198 -0.146 -0.358 -0.043



# C5H6O4Sc

C5H6O4Sc as an isolated structure at a distorted geometry (wB97M-V/def2-TZVPD, OMol25).

The geometry in XYZ format:
```
16
Properties=species:S:1:pos:R:3
O -0.0726 -2.5632 0.0454
C 0.9036 -2.3481 -0.6500
C 2.0310 -1.5242 -0.0036
O 1.8769 -1.2177 1.1613
Sc -0.0105 -1.7428 2.0788
H 0.9288 -2.5943 -1.7222
H 2.9004 -1.2013 -0.5950
C -0.0003 2.3345 -1.3329
C -0.8255 1.8548 -0.4167
O -0.4348 0.6993 0.2779
C -1.1337 0.1087 1.1908
O -2.2522 0.6845 1.4638
H 0.9461 1.8459 -1.5671
H -1.8180 2.2331 -0.1861
H -0.3052 3.2065 -1.9095
H -2.7337 0.2244 2.1650
```

E_HOMO (spin up / spin down) ... -20.9 / -20.9 eV
ΔE to the lowest compared entry with this formula, charge and spin ... 0.00 kcal/mol
Molecular weight ... 175.06 g/mol
Charge ... +3
HOMO-LUMO gap (spin up / spin down) ... 4.9157 / 4.9180 eV

These are the Löwdin partial charges, in e, on atoms 1 to 5: 0.052 0.023 0.019 0.053 1.853



# C5H6OS

One molecule with the formula C5H6OS at a distorted geometry (wB97M-V/def2-TZVPD, OMol25).

The geometry in XYZ format:
```
13
Properties=species:S:1:pos:R:3
C -1.0324 0.6022 0.5012
C -0.0614 1.3113 0.5882
C 1.9979 0.1315 -0.9745
C 2.4612 0.7268 0.1545
C -2.2705 -0.1722 0.4502
O 1.6964 2.0369 2.3182
S 1.4831 2.0793 0.9086
H 2.4677 -0.5277 -1.6396
H 0.9289 0.1787 -1.1056
H 3.4271 0.5492 0.6707
H -2.7381 -0.1821 -0.5415
H -2.1077 -1.3401 0.6983
H -3.1288 0.2535 0.9710
```

E_HOMO ... -9.3 eV
ΔE to the lowest compared entry with this formula, charge and spin ... 98.45 kcal/mol
Molecular weight ... 114.17 g/mol
HOMO-LUMO gap ... 10.0207 eV

These are the Löwdin partial charges, in e, on atoms 1 to 5: -0.127 -0.228 -0.024 -0.282 -0.111



# C5H6OS

One molecule with the formula C5H6OS at a distorted geometry (wB97M-V/def2-TZVPD, OMol25).

The geometry in XYZ format:
```
13
Properties=species:S:1:pos:R:3
C -0.7338 -0.0177 -0.1731
C -0.3935 -0.0765 1.3641
C 1.0444 -0.4987 1.2116
C 1.6348 0.6317 0.2095
C 0.6509 -0.4099 -0.5122
H -0.8464 -0.8044 1.9196
H -0.5610 0.6952 2.1346
H 1.4511 -0.8222 2.1544
H 1.2858 1.6142 0.5270
H 2.5758 0.3495 -0.1122
H 0.9617 -0.5666 -1.6029
O 1.0428 -1.3949 0.2136
S -1.6516 0.8075 -1.2080
```

E_HOMO ... -8.6 eV
ΔE to the lowest compared entry with this formula, charge and spin ... 92.41 kcal/mol
Molecular weight ... 114.17 g/mol
HOMO-LUMO gap ... 8.2078 eV

These are the Löwdin partial charges, in e, on atoms 1 to 5: -0.654 -0.098 -0.343 0.081 -0.508



# C5H6OS2

One molecule with the formula C5H6OS2 at a distorted geometry (wB97M-V/def2-TZVPD, OMol25).

The geometry in XYZ format:
```
14
Properties=species:S:1:pos:R:3
C -2.9901 1.4415 -0.0093
C -1.8661 0.4234 0.0408
C -2.4186 -0.9688 -0.2284
C -0.5579 0.5952 0.2341
C 2.2256 0.4161 -0.2217
H -3.4891 1.4591 1.0674
H -2.7134 2.5773 -0.2510
H -3.8654 1.3767 -0.6518
H -1.9502 -1.9068 -0.4885
H -0.1358 1.5576 0.3412
H 2.1574 1.5919 -0.7969
O -3.5858 -1.0614 -0.2204
S 0.7767 -0.6102 0.3779
S 3.7437 0.0096 -0.1497
```

SMILES ... C/C(C=O)=C/SC=S
E_HOMO ... -9.0 eV
ΔE to the lowest compared entry with this formula, charge and spin ... 74.32 kcal/mol
Molecular weight ... 146.24 g/mol
HOMO-LUMO gap ... 8.5004 eV

These are the Löwdin partial charges, in e, on atoms 1 to 5: -0.077 -0.307 -0.256 -0.381 -1.073



# C5H6OS2

One molecule with the formula C5H6OS2 at a distorted geometry (wB97M-V/def2-TZVPD, OMol25).

The geometry in XYZ format:
```
14
Properties=species:S:1:pos:R:3
C -1.0509 -1.2912 -0.4121
C -1.5154 -0.9916 0.9714
C 0.0674 -0.4849 -0.8324
C 0.3912 0.3914 0.3548
C 0.7149 1.7809 0.2167
O 2.7173 -0.6343 -0.2320
S -2.6651 -0.1929 -0.0043
S 1.4290 -1.0688 0.3515
H -1.3408 -2.1859 -0.9225
H -1.5988 -1.5877 1.8407
H 0.4654 -0.3366 -1.8090
H -0.0204 2.3269 -0.4606
H 1.8175 2.0053 -0.1636
H 0.5888 2.2694 1.1013
```

E_HOMO (spin up / spin down) ... -7.8 / -8.1 eV
ΔE to the lowest compared entry with this formula, charge and spin ... 136.99 kcal/mol
Molecular weight ... 146.24 g/mol
HOMO-LUMO gap (spin up / spin down) ... 7.3436 / 7.7745 eV

These are the Löwdin partial charges, in e, on atoms 1 to 5: -0.474 -0.459 -0.384 -0.425 -0.099



What did the fourth record say?
# C5H6OS

One molecule with the formula C5H6OS at a distorted geometry (wB97M-V/def2-TZVPD, OMol25).

The geometry in XYZ format:
```
13
Properties=species:S:1:pos:R:3
C -0.7338 -0.0177 -0.1731
C -0.3935 -0.0765 1.3641
C 1.0444 -0.4987 1.2116
C 1.6348 0.6317 0.2095
C 0.6509 -0.4099 -0.5122
H -0.8464 -0.8044 1.9196
H -0.5610 0.6952 2.1346
H 1.4511 -0.8222 2.1544
H 1.2858 1.6142 0.5270
H 2.5758 0.3495 -0.1122
H 0.9617 -0.5666 -1.6029
O 1.0428 -1.3949 0.2136
S -1.6516 0.8075 -1.2080
```

E_HOMO ... -8.6 eV
ΔE to the lowest compared entry with this formula, charge and spin ... 92.41 kcal/mol
Molecular weight ... 114.17 g/mol
HOMO-LUMO gap ... 8.2078 eV

These are the Löwdin partial charges, in e, on atoms 1 to 5: -0.654 -0.098 -0.343 0.081 -0.508



- Which formula does entry 4 have?
  C5H6OS



- molecular weight of number 3 (C5H6OS)?
  114.17 g/mol



- Number 3 is which compound?
  C5H6OS